--- P ---
The following is a DFT calculation (ωB97M-V with the def2-TZVPD basis set) of the molecule C4H4ClNOS.

Frontier orbital gap: 0.3081 hartree

Cartesian coordinates (Å):
C 1.363 -0.166 -0.890
C 1.322 1.143 -1.014
C -0.593 -0.029 0.203
C -1.957 -0.439 0.653
N 0.379 -0.777 -0.097
O -0.239 2.443 0.861
S -0.242 1.723 -0.392
Cl -3.271 0.086 -0.474
H 2.078 -0.957 -1.306
H 1.987 1.631 -1.686
H -2.142 0.026 1.590
H -1.861 -1.467 0.728

--- Q ---
The following is a DFT calculation (ωB97M-V with the def2-TZVPD basis set) of the molecule C4H4ClNOS.

Frontier orbital gap (spin up / spin down): 0.2594 / 0.2603 hartree

Cartesian coordinates (Å):
C -0.732 0.152 1.401
C 0.081 -0.192 0.432
C 0.766 -2.814 2.582
C 0.163 0.822 -0.713
N 1.063 -1.091 0.338
O -1.595 0.595 2.051
S 1.515 -2.354 1.088
Cl 1.403 -4.176 3.423
H -0.262 0.385 -1.561
H -0.108 1.899 -0.375
H 1.261 0.742 -1.134
H -0.087 -2.334 2.864

--- R ---
The following is a DFT calculation (ωB97M-V with the def2-TZVPD basis set) of the molecule C4H4ClNOS.

SMILES string: SCc1ocnc1Cl
Frontier orbital gap: 0.3596 hartree

Cartesian coordinates (Å):
C -1.395 -0.168 0.915
C -0.057 0.442 0.486
C 1.198 1.965 -0.286
C 1.117 -0.087 0.081
H -1.917 -1.245 -1.130
H -1.893 0.546 1.647
H -1.244 -1.190 1.314
H 1.485 2.967 -0.461
N 1.902 0.900 -0.360
O -0.085 1.745 0.195
S -2.597 -0.330 -0.442
Cl 1.607 -1.704 -0.030

Which structure is most stable? R, by 198.4 kJ/mol over the runner-up.